1.
{"formula": "C5H40N2O14", "method": "ωB97M-V/def2-TZVPD", "e_tot_ev": -37466.2374, "charge": 2, "fmax_ev_per_a": 2.97, "gap_ev": 9.8, "lumo_ev": -5.948, "symbols": ["C", "C", "C", "C", "C", "N", "N", "H", "H", "H", "H", "H", "H", "H", "H", "H", "H", "H", "H", "H", "H", "O", "H", "H", "O", "H", "H", "O", "H", "H", "O", "H", "H", "O", "H", "H", "O", "H", "H", "O", "H", "H", "O", "H", "H", "O", "H", "H", "O", "H", "H", "O", "H", "H", "O", "H", "H", "O", "H", "H", "O"], "coordinates": [[1.41263, 0.62802, 0.16346], [0.96299, 0.57128, -1.27699], [0.11832, 1.79810, -1.67193], [0.70229, 2.92337, -2.05575], [-2.11393, 2.58580, -1.87958], [-1.29774, 1.60708, -1.78837], [0.25203, 0.37064, 1.06928], [1.79505, 1.64374, 0.35396], [2.22899, -0.06637, 0.37197], [1.85386, 0.68951, -1.90686], [0.50644, -0.31817, -1.67431], [1.75620, 3.17789, -2.00381], [0.19358, 3.82220, -2.41396], [-2.00573, 3.65071, -1.91921], [-3.14466, 2.26085, -2.00241], [-1.43817, -1.36680, -2.75555], [-0.39050, -0.34152, 0.71441], [-0.25712, 1.24798, 1.17004], [0.49989, -0.01745, 1.99508], [2.44270, -3.32478, -1.69575], [2.16298, -4.37368, -2.73906], [1.68760, -3.76641, -2.15060], [0.65490, -2.54424, -2.78845], [0.49231, -1.89489, -4.13556], [0.18486, -1.78750, -3.22624], [1.02363, -2.72387, 2.75151], [0.80249, -3.15583, 1.25834], [0.75492, -2.39561, 1.88779], [3.87946, -2.55167, -0.28741], [2.87973, -1.94622, 0.72549], [2.95857, -2.28451, -0.18884], [-2.89088, 0.31737, 1.76151], [-1.99167, 1.15050, 2.73107], [-2.32086, 1.10929, 1.82372], [-1.49714, -2.72813, 0.23604], [-2.54005, -3.51525, -0.58037], [-2.32137, -2.63948, -0.24607], [4.11225, -0.88805, 2.85108], [4.06453, 0.24182, 1.88687], [3.77306, -0.69053, 1.96922], [0.28029, 2.62366, 3.94307], [-0.20444, 2.87342, 2.52428], [-0.05506, 2.15763, 3.16906], [-1.55588, 0.57168, -1.97028], [-2.38406, -1.41254, -1.45869], [-2.05191, -0.83762, -2.18484], [0.71350, -4.42818, -0.78740], [0.48252, -5.24448, 0.67241], [0.45802, -4.44029, 0.15083], [-4.90510, -1.53353, 1.91314], [-4.23654, -0.81489, 3.04494], [-4.12688, -0.99562, 2.10152], [-2.97728, 2.30022, 0.44805], [-3.68034, 3.55200, 0.77516], [-3.15155, 3.17489, 0.05012], [4.70317, 2.77612, 1.65718], [5.14623, 1.73284, 0.56729], [4.51703, 1.91485, 1.27339], [-0.71888, 3.10897, 0.25994], [-1.41233, 4.51089, 0.54835], [-0.67787, 3.93274, 0.75686]], "forces_ev_per_angstrom": [[0.5102, -0.2465, -0.2062], [0.2269, 1.6395, -0.9388], [1.2077, -0.3845, -0.3974], [-0.1311, 1.4563, -0.0167], [-2.2317, -1.7352, -0.9219], [1.4394, 1.2154, -0.1590], [0.3059, -0.3546, 0.1970], [-0.2206, -0.4166, 0.2719], [-0.4655, 0.0276, -0.0114], [0.0029, -0.1993, 0.3370], [-0.2387, -0.6216, 0.4703], [0.1036, -0.8442, 0.1785], [-0.4007, -0.5132, 0.0538], [1.0334, 0.1504, 0.1763], [0.1293, 0.1847, -0.3169], [-0.2807, 0.2210, 0.5157], [0.1055, 0.1628, -0.2803], [-0.3392, -0.5396, 0.5326], [0.2121, 0.5967, -0.3197], [-0.9580, 0.0897, 0.3217], [-0.5192, -0.1096, -0.1289], [1.3048, -0.1686, -0.2163], [-0.3162, 0.4585, -0.1043], [-0.2519, 0.2760, -0.1060], [0.5693, -0.7708, -0.2091], [-0.0448, -0.0735, -0.0494], [-0.0256, 0.1527, 0.1988], [-0.0163, 0.2458, -0.2163], [0.0937, 0.2249, 0.3096], [0.2402, -0.2575, -0.3182], [0.0424, -0.0336, -0.1057], [-0.1322, 0.0813, 0.1023], [-0.0095, 0.2358, 0.0326], [-0.0705, -0.3710, -0.3212], [0.2386, -0.4094, 0.1876], [0.0720, -0.1092, 0.1006], [-0.3352, 0.1964, -0.0346], [-0.1224, -0.4422, -0.0314], [-0.1850, -0.1286, -0.3594], [0.2701, 0.5802, 0.5935], [0.0124, -0.1296, 0.1158], [-0.1175, 0.1471, 0.1747], [0.0028, 0.3371, -0.2201], [-0.9170, -0.0359, 0.3680], [0.3539, -0.0482, -0.3009], [0.0162, 0.1373, -0.3031], [0.4265, -0.8343, 0.3259], [0.1999, -0.4571, -0.8587], [-0.7207, 1.1709, 0.7206], [0.1084, -0.0093, -0.3811], [0.0575, 0.0067, -0.0328], [-0.1383, 0.0222, 0.5402], [0.1476, 0.1595, 0.0648], [0.0046, 0.3156, -0.4860], [-0.8795, -0.3825, 1.1929], [0.2716, 0.0170, -0.1117], [0.1770, 0.3586, 0.1278], [-0.4118, -0.3543, -0.0902], [-0.5456, 0.7092, -0.2464], [-0.3432, -0.4152, -0.2121], [1.4825, -0.1812, 0.8017]]}

2.
{"formula": "C5H40NO14", "method": "ωB97M-V/def2-TZVPD", "e_tot_ev": -35978.4273, "charge": 1, "fmax_ev_per_a": 8.10, "gap_ev": 10.3, "lumo_ev": -2.361, "symbols": ["C", "C", "C", "C", "C", "N", "H", "H", "H", "H", "H", "H", "H", "H", "H", "H", "H", "H", "H", "H", "O", "H", "H", "O", "H", "H", "O", "H", "H", "O", "H", "H", "O", "H", "H", "O", "H", "H", "O", "H", "H", "O", "H", "H", "O", "H", "H", "O", "H", "H", "O", "H", "H", "O", "H", "H", "O", "H", "H", "O"], "coordinates": [[2.72831, 1.79487, 1.84314], [1.29690, 1.97920, 1.62578], [0.62028, 3.16472, 2.44390], [-0.71422, 3.45584, 1.74149], [-0.98823, 4.60052, 1.09820], [0.69067, 0.53702, 2.07278], [2.98615, 1.19052, 2.79247], [3.03228, 1.09956, 0.88038], [3.16699, 2.82484, 1.67268], [0.89583, 2.03120, 0.62201], [1.44438, 3.92751, 2.19061], [0.62257, 3.03028, 3.52710], [-1.42686, 2.57179, 1.81076], [-1.97209, 4.87360, 0.59383], [-0.42507, 5.56417, 1.25959], [-0.19882, 0.41679, 1.85328], [0.62763, 0.35717, 3.01845], [1.25424, -0.28398, 1.84657], [4.93728, 1.02203, -1.36810], [4.01284, 0.05785, -0.62420], [4.19570, 0.54058, -1.42192], [1.96502, 2.26245, -3.98128], [2.91944, 1.97769, -2.89314], [2.15878, 2.36634, -3.13456], [-0.35258, -2.02555, 3.41425], [0.47512, -2.87724, 4.08936], [0.45227, -1.96454, 3.85305], [-2.90040, -0.53187, -0.47998], [-1.85629, 0.63264, -0.67385], [-1.95468, -0.36893, -0.69072], [2.22325, 0.41661, -1.97872], [2.56040, -0.87317, -2.52061], [2.00876, -0.43758, -1.76233], [-0.95865, -4.77426, -2.61447], [-1.21756, -4.39694, -1.00666], [-1.52509, -4.83808, -1.93819], [-1.13138, -2.11092, -1.78188], [0.22556, -1.88243, -1.75764], [-0.36692, -2.49243, -1.37939], [-1.26750, -1.27318, 1.90985], [-2.87367, -0.88750, 1.97111], [-2.13397, -1.36860, 2.43880], [-4.63064, 0.52540, 0.12986], [-4.22416, 1.44592, 1.28309], [-3.85660, 0.91597, 0.59764], [-2.69383, -2.33269, -4.08134], [-1.90098, -3.38517, -3.57285], [-2.21724, -2.55754, -3.33274], [-0.30847, 1.67743, -1.70151], [-1.48320, 2.59885, -1.40226], [-0.73087, 2.07938, -0.99400], [-0.37742, -1.05089, -0.29997], [-0.06691, -2.17367, 0.68678], [-0.11956, -1.14119, 0.70090], [-0.50439, -1.02101, -4.42998], [0.18668, -0.05767, -3.32583], [-0.55821, -0.19426, -4.04235], [-0.68208, -5.05465, 2.01137], [0.87301, -5.01369, 1.61033], [0.05820, -4.56909, 1.60108]], "forces_ev_per_angstrom": [[2.2498, -1.4282, -2.5337], [-3.2233, -1.7301, 2.6825], [1.6693, 0.0673, -2.3819], [-0.1877, 0.0105, 0.6160], [-1.2541, 1.2900, 0.7117], [5.2773, 2.8338, 0.7230], [-0.1837, 1.5906, -1.3682], [-0.1273, 1.7001, 2.5263], [0.3090, -1.5058, 0.6673], [0.5869, 0.2506, -0.3684], [-1.7015, -0.3355, 0.6156], [-0.2294, -0.1918, -0.1209], [0.7213, 1.3131, -0.5216], [1.2611, -1.0548, 0.6225], [0.0859, -1.5071, -0.3660], [-4.8262, -0.7731, -2.4474], [0.3233, 0.6086, 3.5788], [-0.3085, 0.2955, -1.2790], [4.4255, 2.5526, 0.7404], [0.2162, -0.2128, 0.4055], [-3.7632, -1.8844, -1.2796], [-0.9892, -0.8295, -5.8892], [4.4153, -2.0006, 0.8654], [-3.3434, 2.7842, 5.0640], [-2.8562, 0.6340, -1.4019], [0.9581, -1.1789, 0.7613], [1.8370, 0.6823, 0.6605], [1.2762, 0.0965, -0.2710], [-0.1599, -1.6669, 0.0313], [-1.5378, 1.6599, -0.6637], [0.5259, 3.7358, -0.3214], [-1.4445, 0.5680, 2.2070], [-0.1827, -4.8205, -1.9784], [4.0897, 0.6372, -2.9772], [-0.4384, -1.5461, -4.2449], [-3.5326, 0.0898, 7.2915], [-2.0052, -0.1764, -0.5470], [2.3442, 0.9063, -0.6612], [0.1823, -1.0475, 0.2007], [-2.3192, 0.1010, -0.1067], [1.6057, -0.7004, 0.4843], [0.2901, 0.7149, -0.5693], [0.6121, 0.5855, 0.5423], [-0.5850, 0.7017, 0.9028], [-0.5703, -1.0095, -1.1435], [-1.7823, 1.3199, -2.1567], [0.8750, -2.6439, 0.0167], [0.4047, 1.5849, 1.8773], [1.3786, -1.1308, -2.3967], [1.3881, -0.6891, 0.6667], [-2.6781, 1.9826, 1.4756], [0.0533, -0.0742, 2.8792], [0.0743, 2.4069, 0.1370], [0.6550, -3.8657, -1.9942], [0.4985, -2.7071, -0.7640], [-2.0826, -1.0033, -2.3910], [1.8086, 3.8575, 3.2500], [1.0554, -0.0783, -0.2939], [1.2438, -1.4154, 0.2841], [-2.3853, 1.6460, -0.0487]]}

3.
{"formula": "C5H40NO15", "method": "ωB97M-V/def2-TZVPD", "e_tot_ev": -38036.2205, "charge": -1, "fmax_ev_per_a": 6.91, "gap_ev": 9.4, "lumo_ev": 2.491, "symbols": ["C", "O", "C", "C", "C", "C", "N", "H", "H", "H", "H", "H", "H", "H", "H", "H", "H", "H", "H", "H", "H", "O", "H", "H", "O", "H", "H", "O", "H", "H", "O", "H", "H", "O", "H", "H", "O", "H", "H", "O", "H", "H", "O", "H", "H", "O", "H", "H", "O", "H", "H", "O", "H", "H", "O", "H", "H", "O", "H", "H", "O"], "coordinates": [[-0.52696, -1.23217, -0.64964], [-0.93282, -0.19957, -1.60646], [0.95198, -1.58286, -0.85462], [1.04756, -3.17751, -0.87684], [0.81169, -3.83439, 0.52465], [2.47862, -3.32939, -1.42597], [1.77365, -0.88034, 0.10585], [-0.83199, -0.80585, 0.40739], [-1.25290, -2.04530, -0.85137], [1.21534, -1.10035, -1.84975], [0.30039, -3.39454, -1.69888], [1.01813, -4.93599, 0.41232], [1.27517, -3.16292, 1.26222], [-0.29443, -3.57959, 0.58912], [2.47532, -3.64051, -2.37566], [2.88258, -4.13847, -0.69846], [3.18104, -2.40907, -1.33206], [2.74731, -0.97356, 0.02775], [1.60792, -1.35709, 0.99221], [-1.51010, 1.93996, 0.86271], [-1.61704, 2.93114, -0.46190], [-1.19648, 2.15750, -0.07232], [-1.42443, 3.38464, -3.24769], [-2.37016, 2.69532, -2.52351], [-2.26945, 3.07249, -3.44204], [0.94251, 4.03367, 1.22525], [0.32262, 3.70574, 2.47476], [0.77899, 4.44941, 2.10980], [0.79597, 2.00079, -2.26357], [0.69838, 2.69984, -3.81544], [0.24067, 2.36692, -2.98959], [-0.74786, 0.68386, -1.32447], [-2.90425, 0.70900, -1.93329], [-3.76306, 0.91251, -2.29373], [2.32191, 1.12949, 2.17026], [3.16815, 1.48583, 1.13778], [3.26456, 1.03536, 1.87708], [-1.94170, -1.00653, 3.43632], [-0.76495, -0.00799, 3.07215], [-0.98249, -1.01489, 3.02006], [-1.00427, -0.17342, -3.92439], [-1.35228, 1.17672, -4.76716], [-0.95205, 0.28001, -4.89100], [-3.51160, -1.51091, 0.04980], [-3.55158, -3.07085, -0.43300], [-3.77450, -2.22096, -0.55994], [-1.49803, 1.60911, 2.96834], [-3.14256, 1.15237, 3.46385], [-2.41478, 0.89558, 2.90187], [0.59896, 2.19323, -0.03858], [1.57517, 1.05778, -0.05838], [1.42949, 1.90106, -0.46638], [1.94358, -1.47443, 4.09104], [0.83002, -1.46856, 3.10034], [1.71290, -1.83638, 3.23205], [-4.42051, 0.20898, -2.06726], [-0.07551, 2.32827, 3.77432], [-0.34156, 2.05630, 2.83635], [2.96434, -2.65334, 2.11969], [3.56475, -1.42152, 2.39656], [3.79979, -2.31717, 2.16726]], "forces_ev_per_angstrom": [[-1.6654, 2.4963, 1.0388], [-0.4403, -1.7484, -0.6623], [-1.3299, -0.1024, -0.6617], [1.2820, 2.7767, -1.3852], [-2.1566, 1.3881, -2.6125], [1.4545, -0.2970, 5.4457], [-1.7903, -0.3490, 1.4933], [1.0381, -1.0561, -1.6232], [0.7947, 0.2140, -0.0007], [-0.3730, -1.2179, 0.7720], [0.6806, -0.5409, 1.1863], [-0.0693, 1.2890, 0.9182], [0.2432, -1.3183, 0.0802], [0.9766, -1.0842, 0.7553], [0.2298, -1.3418, -3.6333], [0.2870, 1.0939, -1.7010], [-1.3690, -1.5595, -0.0333], [1.5849, -0.2570, -0.7602], [-0.0640, 0.7525, 0.1969], [0.1594, 0.8215, -1.5154], [-0.2406, -0.0003, 0.7340], [-0.2744, -0.5936, 1.1375], [2.8284, 1.0954, -0.3891], [-0.9619, -0.0193, -1.6696], [-2.2518, -0.9651, 1.6808], [0.1583, 0.9506, 0.8919], [-1.0017, -1.2474, 0.9577], [0.9192, 0.4557, -2.0810], [0.4722, 0.5810, -0.7333], [-0.2033, -1.0909, 2.0094], [0.2906, 0.6757, -0.9424], [0.4305, 0.7785, 0.8712], [0.3945, -0.9696, 0.3497], [-1.7578, -0.1373, -0.1286], [0.9923, -0.4119, 0.3654], [0.0748, 3.4957, -5.9545], [-1.0671, -2.9894, 5.8167], [3.0730, 0.3021, -1.5283], [-0.7091, -2.2902, -0.2678], [-1.0438, 1.0738, 1.5137], [0.1315, 1.9557, -3.1619], [0.3590, -1.1314, 0.3174], [-0.5491, -0.8206, 2.9804], [0.3203, -1.3227, 0.0631], [1.6835, -4.0597, 1.6165], [-2.0580, 5.4480, -1.6173], [-0.2215, -0.2836, -0.0433], [-0.1928, 0.4536, 0.0837], [-0.9592, 0.8204, -0.1999], [0.1064, -0.0314, -0.3411], [0.2149, -1.7045, 0.2705], [-0.1818, 1.5101, -0.2574], [0.2855, -0.1241, 0.1331], [-0.8994, -0.1744, 0.0147], [-0.8932, 0.4627, 0.5661], [1.4044, 0.7374, -0.0825], [-0.5190, -0.6902, -1.9369], [0.8483, 0.5615, 2.1867], [-3.1299, -1.9230, -0.0429], [0.4114, 0.7091, 0.0739], [4.2434, 0.9541, -0.5541]]}

Look up the charge of the second one. +1

Look up the charge of the second one. +1

Among the records above, which one has the highest charge? C5H40N2O14